# 1
Below is a structure of composition C45H50KN10O2PS4, with properties calculated with the ωB97M-V functional and the def2-TZVPD basis.

The lowest unoccupied orbital energy is -4.195 eV. As for the charge: +2. The spin multiplicity is 1. For the HOMO energy, the calculation gives -11.7 eV.

Last column: Mulliken charge in e.
Cartesian coordinates (Å):
K 0.0959 -0.1279 -0.1406  1.11
C -2.9177 3.8665 4.1336  -1.28
C -1.8375 3.3500 3.2109  0.50
O -1.8211 2.1813 2.8194  -0.44
N -0.9032 4.2302 2.8453  0.03
C 0.1625 3.8997 1.9153  -0.73
C 1.3617 3.2182 2.5433  0.81
C 2.0341 3.7965 3.6127  -0.88
C 3.2048 3.2112 4.0666  -0.59
C 3.6810 2.0814 3.4220  -1.01
C 2.9463 1.5733 2.3638  -0.08
N 1.8017 2.1104 1.9411  0.25
H -3.8825 3.4850 3.8030  0.30
H -2.9591 4.9530 4.1623  0.39
H -2.7327 3.4998 5.1448  0.27
H -0.9450 5.1641 3.2148  0.29
H 0.4824 4.8348 1.4549  0.48
H -0.2313 3.2428 1.1406  -0.02
H 1.6635 4.7042 4.0724  0.44
H 3.7497 3.6479 4.8930  0.44
H 4.6044 1.6094 3.7270  0.50
H 3.2713 0.6888 1.8281  0.32
C -3.5439 -1.8624 -1.8917  -0.84
C -3.3058 -0.4857 -2.4140  0.45
N -2.3140 0.2899 -2.0934  0.32
C -2.3659 1.4886 -2.7707  -0.01
C -3.4354 1.6216 -3.6049  -0.67
S -4.4007 0.2163 -3.5665  -0.21
C -1.3028 2.4792 -2.6114  -0.31
C -1.2959 3.7160 -3.1838  -0.56
S 0.1553 4.5346 -2.8189  -0.25
C 0.6873 3.1583 -1.9044  0.08
N -0.1764 2.1863 -1.8745  0.41
C 2.0351 3.1561 -1.2683  -0.02
H -2.6084 -2.2791 -1.5288  -0.12
H -3.9575 -2.5004 -2.6725  0.54
H -4.2639 -1.8395 -1.0694  0.30
H -3.6927 2.4482 -4.2464  0.40
H -2.0537 4.1800 -3.7935  0.44
H 2.4514 4.1621 -1.2558  0.58
H 2.7153 2.5177 -1.8352  0.04
H 1.9788 2.7644 -0.2541  -0.51
S 4.1422 -4.9408 5.1361  -0.19
C 3.1893 -5.1353 6.5385  -0.37
C 2.0940 -4.3299 6.5268  -0.68
C 2.0203 -3.5372 5.3564  -0.41
C 3.0659 -3.7441 4.4932  0.51
C 3.3027 -3.1298 3.1903  0.60
C 2.4103 -2.1641 2.6794  -1.25
N 2.4845 -1.6364 1.4808  0.52
C 3.5201 -1.9828 0.6906  -0.35
C 4.5335 -2.8574 1.1311  0.69
C 5.6782 -3.0953 0.3027  -1.21
C 5.8016 -2.4951 -0.9003  -0.95
C 4.7689 -1.6385 -1.4031  1.01
C 4.8672 -1.0034 -2.6494  -0.86
C 3.8326 -0.2068 -3.1049  -0.13
C 2.7006 -0.1117 -2.2693  -0.51
N 2.5963 -0.6604 -1.0837  0.95
C 3.6157 -1.4058 -0.6262  -0.81
C 3.8865 0.5393 -4.3587  0.43
C 4.9519 0.7059 -5.2000  -0.46
C 4.6774 1.5592 -6.2967  -0.70
C 3.4062 2.0364 -6.2811  -0.44
S 2.5253 1.4604 -4.9295  0.02
C 4.3847 -3.4499 2.3915  -0.99
H 3.4917 -5.8400 7.2966  0.46
H 1.3711 -4.2982 7.3286  0.40
H 1.2128 -2.8424 5.1664  0.44
H 1.6120 -1.7965 3.3149  0.94
H 6.4575 -3.7503 0.6722  0.47
H 6.6829 -2.6480 -1.5106  0.47
H 5.7607 -1.1476 -3.2435  0.45
H 1.8353 0.4535 -2.6118  0.27
H 5.9124 0.2353 -5.0466  0.43
H 5.3990 1.8118 -7.0591  0.42
H 2.9307 2.6969 -6.9883  0.47
H 5.1341 -4.1523 2.7371  0.46
C 0.3303 -4.5264 -2.6351  -0.94
N 0.3878 -3.1667 -3.1556  0.25
C 0.8279 -2.9637 -4.5253  -1.02
C 0.1052 -2.1485 -2.3496  -0.03
O -0.2196 -2.2426 -1.1675  -0.76
H 0.3934 -5.2287 -3.4611  0.39
H -0.6074 -4.6761 -2.1017  0.27
H 1.1504 -4.7113 -1.9393  0.28
H 0.2404 -3.5827 -5.2026  0.40
H 1.8821 -3.2240 -4.6390  0.36
H 0.6951 -1.9192 -4.8047  0.31
H 0.1734 -1.1704 -2.8543  0.36
C -4.4669 -2.4390 3.7997  -0.82
N -3.7991 -1.0834 3.6018  0.10
C -2.5252 -1.0484 4.4596  -0.92
N -1.6804 -2.1473 4.1491  0.34
C -2.3757 -3.4144 4.3308  -0.95
N -3.5662 -3.4903 3.4900  0.22
C -3.2413 -3.5770 2.0693  -1.29
P -2.2998 -2.0917 1.4109  1.20
C -3.4774 -0.8344 2.1585  -0.68
C -1.0744 -2.0257 2.8229  -1.82
H -5.3476 -2.4748 3.1585  0.39
H -4.7682 -2.4985 4.8464  0.37
H -4.4281 -0.3510 3.9322  0.37
H -2.8439 -1.0863 5.5025  0.42
H -2.0274 -0.1086 4.2363  0.37
H -2.6760 -3.5129 5.3755  0.32
H -1.7087 -4.2368 4.0765  0.37
H -4.1675 -3.6977 1.5034  0.39
H -2.6376 -4.4707 1.9029  0.49
H -4.4084 -0.8327 1.5889  0.53
H -3.0104 0.1451 2.0826  0.03
H -0.5382 -1.0743 2.7624  0.83
H -0.3478 -2.8279 2.6820  0.62


# 2
Below is a structure of composition C45H51BBrN11S4W, with properties calculated with the ωB97M-V functional and the def2-TZVPD basis.

The lowest unoccupied orbital energy (alpha / beta) is -11.124 / -11.521 eV. As for the charge: +4. The spin multiplicity is 3. For the HOMO energy (alpha / beta), the calculation gives -18.1 / -18.3 eV. The calculation puts the energy relative to the best compared isomer or geometry (same formula, charge and spin) at 1.553 eV.

Last column: Löwdin spin population.
Cartesian coordinates (Å):
W -0.1466 1.7096 -1.2336  1.68
C -3.9214 2.7143 1.3474  0.00
C -3.1104 1.5087 0.9830  0.01
C -3.6695 0.2771 0.8524  0.00
C -2.9048 -0.8576 0.4371  0.00
N -1.6102 -0.7904 0.3012  0.02
N -1.0038 0.4064 0.5774  0.00
B 0.5113 0.4553 0.5380  -0.01
N 1.3456 -0.8475 0.4813  0.00
N 0.8471 -1.8287 1.2561  0.00
C 1.5420 -2.9338 1.4107  0.00
C 2.7678 -3.1102 0.7254  0.00
C 3.3221 -2.0923 0.0004  0.00
C 4.6596 -2.2017 -0.6669  0.00
C 2.5646 -0.8989 -0.0574  0.00
S 3.4339 0.4571 -0.7992  0.00
C 1.0266 -3.9957 2.3597  0.00
C 2.1284 -4.2905 3.3922  0.00
C 0.7233 -5.2630 1.5428  0.00
C -0.2297 -3.5245 3.0851  0.00
N 1.1757 1.2500 1.7105  0.00
N 0.7878 1.0166 2.9322  0.00
C 1.4278 1.6544 3.9220  0.00
C 2.5047 2.5053 3.6337  0.00
C 2.9295 2.7317 2.3312  0.00
C 4.0629 3.6457 1.9910  0.00
C 2.1815 2.0567 1.3731  0.00
S 2.3392 2.1736 -0.3937  -0.01
C 0.9205 1.3703 5.3210  0.00
C 1.6559 2.2074 6.3670  0.00
C -0.5825 1.6917 5.3630  0.00
C 1.1437 -0.1259 5.6011  0.00
C -1.6945 1.5822 0.7801  0.01
S -0.8317 3.0801 0.6815  0.10
C -3.5928 -2.1848 0.1860  0.00
C -2.6220 -3.2029 -0.4079  0.00
C -4.1224 -2.6881 1.5420  0.00
C -4.7768 -1.9780 -0.7719  0.00
H -4.3598 2.5703 2.3365  0.00
H -4.7443 2.8457 0.6444  0.00
H -3.3315 3.6258 1.3628  0.00
H -4.7304 0.1526 1.0286  0.00
H 3.2998 -4.0483 0.8212  0.00
H 5.0749 -3.1966 -0.5249  0.00
H 5.3703 -1.4834 -0.2508  0.00
H 4.5843 -2.0176 -1.7414  0.00
H 3.0394 -4.6827 2.9383  0.00
H 1.7671 -5.0481 4.0869  0.00
H 2.3809 -3.3996 3.9707  0.00
H 1.6104 -5.6583 1.0449  0.00
H -0.0458 -5.0800 0.7898  0.00
H 0.3580 -6.0403 2.2133  0.00
H -0.0435 -2.6188 3.6637  0.00
H -0.5559 -4.3048 3.7715  0.00
H -1.0408 -3.3209 2.3885  0.00
H 3.0165 3.0013 4.4477  0.00
H 4.7160 3.7805 2.8503  0.00
H 3.6793 4.6295 1.7101  0.00
H 4.6558 3.2654 1.1598  0.00
H 1.5304 3.2795 6.2007  0.00
H 2.7214 1.9728 6.4115  0.00
H 1.2420 1.9858 7.3494  0.00
H -0.7699 2.7454 5.1462  0.00
H -0.9602 1.4874 6.3641  0.00
H -1.1407 1.0748 4.6578  0.00
H 2.2047 -0.3827 5.5727  0.00
H 0.6057 -0.7445 4.8817  0.00
H 0.7721 -0.3603 6.5981  0.00
H -1.7717 -3.3825 0.2476  0.00
H -2.2373 -2.8710 -1.3757  0.00
H -3.1431 -4.1471 -0.5617  0.00
H -3.3143 -2.8477 2.2557  0.00
H -4.6378 -3.6368 1.3927  0.00
H -4.8407 -1.9954 1.9837  0.00
H -4.4593 -1.5304 -1.7155  0.00
H -5.5626 -1.3572 -0.3415  0.00
H -5.2260 -2.9458 -0.9933  0.00
C -3.2855 -1.6508 -4.3037  0.00
C -3.1743 -0.2505 -3.7755  0.00
C -4.0172 0.7708 -4.2158  0.01
C -3.8713 2.0464 -3.7109  0.00
C -2.8643 2.3007 -2.7959  0.01
Br -2.7608 4.0421 -2.1074  0.01
N -2.0068 1.3510 -2.3735  0.01
C -2.2131 0.0941 -2.8478  0.01
H -4.3214 -1.9032 -4.5242  0.00
H -2.8988 -2.3829 -3.5965  0.00
H -2.7236 -1.7492 -5.2344  0.00
H -4.7946 0.5641 -4.9418  0.00
H -4.5267 2.8498 -4.0160  0.00
H -1.5647 -0.6706 -2.4475  0.00
S 3.5797 2.1426 -7.8831  0.00
N 3.1488 0.8516 -7.0303  0.00
C 2.5327 1.2990 -5.9455  0.00
C 1.9845 0.4764 -4.8898  0.00
C 2.0482 -0.9200 -4.8748  0.02
C 1.4929 -1.6010 -3.8101  0.00
C 0.8851 -0.8840 -2.7887  0.02
N 0.8079 0.4508 -2.7856  0.02
C 1.3553 1.1282 -3.8262  0.01
C 1.2695 2.5766 -3.7751  0.01
N 0.6495 3.1067 -2.6878  0.01
C 0.5853 4.4376 -2.5732  0.01
C 1.1043 5.2960 -3.5356  0.00
C 1.7128 4.7690 -4.6533  0.00
C 1.8088 3.3772 -4.7798  0.00
C 2.4467 2.7078 -5.8929  0.00
N 2.9993 3.3040 -6.9388  0.00
H 2.5285 -1.4394 -5.6952  0.00
H 1.5127 -2.6813 -3.7649  0.00
H 0.4336 -1.3996 -1.9480  0.00
H 0.0985 4.8265 -1.6899  0.00
H 1.0180 6.3642 -3.3936  0.00
H 2.1243 5.4040 -5.4285  0.00